ORCA calculation (ωB97M-V with the def2-TZVPD basis set) on C45H33F3IN3O7P3SbSeW as an isolated structure.

Cartesian coordinates (Å):
W: 1.5073 0.0610 -0.0049
I: 2.5040 2.8024 -0.3138
C: 1.1927 4.4186 -0.1741
C: 1.8460 5.5984 -0.3917
C: 1.1231 6.8062 -0.4423
C: -0.2330 6.7720 -0.3071
C: -0.9159 5.5498 -0.0836
C: -2.3275 5.5642 0.0464
C: -3.0212 4.4180 0.2881
C: -2.3135 3.2137 0.4454
C: -0.9436 3.1414 0.3261
P: -0.3422 1.4877 0.7473
C: 0.5537 0.4893 -2.0092
C: 0.5816 -0.5154 -2.9812
C: 0.0997 -0.3176 -4.2716
C: -0.4021 0.9186 -4.6451
C: -0.4063 1.9445 -3.7119
C: 0.0603 1.7287 -2.4194
C: -0.8974 1.3572 2.4607
C: -0.1780 2.0428 3.4389
C: -0.6480 2.0584 4.7430
C: -1.8331 1.4107 5.0675
C: -2.5556 0.7441 4.0869
C: -2.0899 0.7168 2.7816
C: -0.2005 4.3199 0.0176
H: 2.9180 5.6185 -0.5370
H: 1.6485 7.7363 -0.6053
H: -0.8150 7.6823 -0.3650
H: -2.8406 6.5130 -0.0456
H: -4.0977 4.4257 0.3866
H: -2.8781 2.3172 0.6831
H: 0.9838 -1.4845 -2.7434
H: 0.1282 -1.1389 -4.9779
H: -0.7738 1.0849 -5.6470
H: -0.7753 2.9263 -3.9823
H: 0.0149 2.5664 -1.7488
H: 0.7423 2.5562 3.1882
H: -0.0886 2.5833 5.5049
H: -2.1985 1.4340 6.0854
H: -3.4847 0.2493 4.3360
H: -2.6609 0.1994 2.0164
O: 1.6789 -0.4203 4.2147
P: 1.9445 -0.4578 2.6847
O: 0.7134 -0.8118 1.8164
O: 2.4270 0.8294 2.0873
O: 3.0159 -1.6200 2.4489
P: 2.7814 -2.7102 1.2420
O: 4.2648 -3.0867 0.8470
O: 1.9337 -3.8152 1.6707
O: 2.3261 -1.8241 0.0320
H: 1.7481 -1.2697 4.6861
H: 4.5614 -3.9211 1.2524
F: -1.8943 -5.7400 4.2827
C: -1.6408 -4.8696 3.3029
C: -1.6738 -3.5159 3.5937
C: -1.4033 -2.6133 2.5801
C: -1.1132 -3.0680 1.2951
C: -1.1004 -4.4316 1.0290
C: -1.3616 -5.3453 2.0383
Sb: -0.7947 -1.7459 -0.3111
C: -2.6756 -0.8391 -0.5522
C: -3.7595 -1.4621 0.0696
C: -5.0378 -0.9445 -0.0707
C: -5.2086 0.1949 -0.8363
F: -6.4324 0.7034 -0.9674
C: -4.1559 0.8249 -1.4740
C: -2.8805 0.3001 -1.3290
C: -0.6831 -3.1152 -1.9034
C: -1.7081 -3.1543 -2.8431
C: -1.6581 -4.0639 -3.8903
C: -0.5704 -4.9124 -3.9746
F: -0.5115 -5.7848 -4.9819
C: 0.4617 -4.8936 -3.0524
C: 0.4009 -3.9860 -2.0081
H: -1.9065 -3.1901 4.5986
H: -1.4075 -1.5563 2.8071
H: -0.8837 -4.8063 0.0384
H: -1.3471 -6.4106 1.8542
H: -3.6148 -2.3503 0.6731
H: -5.8940 -1.4102 0.3983
H: -4.3433 1.7019 -2.0797
H: -2.0521 0.7786 -1.8456
H: -2.5522 -2.4803 -2.7699
H: -2.4449 -4.1259 -4.6297
H: 1.2837 -5.5881 -3.1560
H: 1.1970 -3.9689 -1.2731
Se: 3.3329 0.1132 -3.4180
N: 5.0820 0.1635 -3.2824
C: 5.4220 0.1932 -2.0058
C: 6.7383 0.2599 -1.4356
C: 6.8173 0.3283 -0.0838
C: 5.6286 0.3187 0.7270
N: 4.4173 0.2326 0.2458
C: 4.3264 0.1851 -1.1012
N: 3.1188 0.1551 -1.6307
H: 7.6115 0.2629 -2.0734
H: 7.7752 0.3894 0.4136
H: 5.7176 0.3732 1.8079

Atoms 1-6, force components in eV/Å:
-3.09 0.83 -0.34
0.24 -0.37 0.08
0.07 0.02 -0.06
-0.12 0.23 -0.01
-0.01 -0.13 0.02
0.03 -0.12 0.00

E_HOMO (alpha / beta)	-12.8 / -12.8	eV
HOMO-LUMO gap (alpha / beta)	5.5 / 5.5	eV
M	1389.15	g/mol
charge	+2
energy relative to the best compared isomer or geometry (same formula, charge and spin)	300.00	kJ/mol
DFT total energy	-183823.20516	eV



ORCA calculation (ωB97M-V with the def2-TZVPD basis set) on C45H33F3IrNO3P2S6 as an isolated structure.

Cartesian coordinates (Å):
Ir: 0.3029 0.0747 0.7846
S: 0.5240 0.1844 -3.3918
P: 0.3495 -1.4165 -2.2835
C: -0.3774 -1.1019 -0.6986
P: -1.9057 -1.5453 0.0232
S: -1.7578 -0.6771 1.8256
C: -3.4253 -0.9913 -0.8065
C: -4.5167 -0.6221 -0.0252
C: -5.7007 -0.2274 -0.6284
C: -5.7974 -0.1827 -2.0129
C: -4.7044 -0.5276 -2.7937
C: -3.5213 -0.9295 -2.1911
C: -2.0793 -3.3499 0.1496
C: -1.3634 -4.0008 1.1537
C: -1.4220 -5.3808 1.2610
C: -2.2041 -6.1157 0.3781
C: -2.9236 -5.4689 -0.6155
C: -2.8593 -4.0876 -0.7344
C: 1.8675 -2.3979 -2.0751
C: 2.3815 -2.7687 -0.8432
C: 3.5423 -3.5348 -0.7876
C: 4.1889 -3.9186 -1.9504
C: 3.6709 -3.5474 -3.1877
C: 2.5132 -2.7935 -3.2486
C: -0.6224 -2.6990 -3.1863
C: -0.5685 -4.0364 -2.8016
C: -1.2368 -5.0079 -3.5324
C: -1.9696 -4.6524 -4.6558
C: -2.0211 -3.3226 -5.0526
C: -1.3404 -2.3550 -4.3276
H: -4.4280 -0.6237 1.0538
H: -6.5440 0.0626 -0.0146
H: -6.7195 0.1381 -2.4814
H: -4.7629 -0.4736 -3.8735
H: -2.6665 -1.1724 -2.8036
H: -0.7555 -3.4150 1.8325
H: -0.8594 -5.8825 2.0380
H: -2.2535 -7.1940 0.4671
H: -3.5314 -6.0373 -1.3083
H: -3.4219 -3.5919 -1.5161
H: 1.8989 -2.4620 0.0741
H: 3.9464 -3.8065 0.1787
H: 5.1004 -4.5024 -1.8987
H: 4.1733 -3.8419 -4.1010
H: 2.1131 -2.4864 -4.2090
H: 0.0033 -4.3250 -1.9264
H: -1.1839 -6.0433 -3.2196
H: -2.4892 -5.4112 -5.2285
H: -2.5768 -3.0405 -5.9386
H: -1.3296 -1.3193 -4.6494
F: -2.8750 5.0880 2.1257
C: -1.7557 4.8336 1.4018
F: -2.1538 4.4993 0.1752
F: -1.1167 6.0264 1.2993
C: -0.8940 3.8116 2.0735
C: -0.4163 4.1233 3.3367
C: 0.3901 3.2335 4.0211
C: 0.6983 2.0290 3.4109
N: 0.2469 1.7270 2.2005
C: -0.5346 2.5870 1.4982
S: -0.8618 1.9226 -0.0623
H: -0.6809 5.0763 3.7794
H: 0.7724 3.4580 5.0059
H: 1.2783 1.2545 3.8943
O: 0.9149 -0.8886 3.9964
C: 1.2316 -1.6888 3.1269
O: 1.1206 -1.5748 1.8562
H: 1.7100 -2.6468 3.4159
O: 2.0878 0.4020 -0.2432
C: 3.2431 1.1091 0.0892
C: 4.1338 1.1497 -1.1605
C: 4.1797 0.2384 -2.1660
C: 5.1886 0.5185 -3.1287
C: 5.8981 1.6402 -2.8273
S: 5.3321 2.3687 -1.3848
C: 3.0240 2.5680 0.4755
C: 3.6158 3.3294 1.4445
C: 3.2709 4.7059 1.3615
C: 2.4473 4.9643 0.3084
S: 2.0779 3.5495 -0.5714
C: 4.0548 0.3777 1.1697
C: 5.0472 -0.5421 0.9851
C: 5.4702 -1.1626 2.1911
C: 4.7935 -0.7010 3.2795
S: 3.6549 0.4895 2.8355
H: 3.4961 -0.5911 -2.2151
H: 5.3641 -0.0834 -4.0098
H: 6.7012 2.0907 -3.3886
H: 4.2939 2.9265 2.1808
H: 3.6184 5.4604 2.0537
H: 2.0151 5.9103 0.0215
H: 5.4483 -0.7790 0.0109
H: 6.2458 -1.9149 2.2438
H: 4.9101 -0.9868 4.3128

Atoms 1-6, force components in eV/Å:
-0.83 -0.35 0.50
0.01 -0.01 0.00
-0.21 0.05 -0.07
0.37 -0.15 0.29
0.00 -0.06 -0.23
0.17 0.00 -0.08

E_HOMO (alpha / beta)	-4.8 / -4.8	eV
spin multiplicity	2
HOMO-LUMO gap (alpha / beta)	7.1 / 6.4	eV
M	1139.32	g/mol
charge	-1
energy relative to the best compared isomer or geometry (same formula, charge and spin)	30.83	kJ/mol
DFT total energy	-149418.86511	eV



ORCA calculation (ωB97M-V with the def2-TZVPD basis set) on C45H34CaNO2P2S as an isolated structure.

Cartesian coordinates (Å):
Ca: 1.1202 1.6734 0.9668
O: -2.0615 -0.5516 1.2159
C: -2.4272 -1.1826 0.0437
C: -3.0164 -2.4342 0.0133
C: -3.3691 -2.9790 -1.2158
C: -3.1466 -2.2731 -2.3852
C: -2.5429 -1.0215 -2.3347
C: -2.1601 -0.4550 -1.1257
P: -1.1370 1.0495 -0.9147
C: -2.1200 2.2556 -0.0052
C: -1.2472 2.9927 0.8352
C: -1.9145 3.9855 1.5869
C: -3.2851 4.2005 1.5240
C: -4.0908 3.4231 0.6935
C: -3.5032 2.4384 -0.0799
C: -0.9975 1.6455 -2.6405
C: 0.1200 1.2418 -3.3688
C: 0.3199 1.6902 -4.6672
C: -0.5920 2.5614 -5.2474
C: -1.6997 2.9841 -4.5227
C: -1.8999 2.5300 -3.2270
C: -1.9671 -1.2585 2.3971
C: -3.0977 -1.4200 3.1814
C: -2.9863 -2.0428 4.4137
C: -1.7450 -2.4826 4.8560
C: -0.6210 -2.2991 4.0653
C: -0.7145 -1.6876 2.8164
P: 0.7011 -1.3154 1.7135
C: 0.4761 -2.6787 0.5127
C: 0.0077 -3.9423 0.8748
C: -0.1806 -4.9243 -0.0836
C: 0.0866 -4.6483 -1.4201
C: 0.5442 -3.3941 -1.7896
C: 0.7432 -2.4128 -0.8265
C: 2.1379 -1.8110 2.7283
C: 2.6154 -0.8261 3.6001
C: 3.7082 -1.0974 4.4109
C: 4.3402 -2.3329 4.3506
C: 3.8775 -3.3052 3.4760
C: 2.7771 -3.0469 2.6697
H: -3.1812 -2.9811 0.9324
H: -3.8194 -3.9635 -1.2501
H: -3.4265 -2.7005 -3.3401
H: -2.3458 -0.4809 -3.2528
H: 0.9752 2.7192 3.6141
H: -1.3442 4.6119 2.2710
H: -3.7430 4.9718 2.1374
H: -5.1627 3.5849 0.6612
H: -4.1108 1.8072 -0.7238
H: 0.8597 0.6007 -2.8969
H: 1.2023 1.3772 -5.2120
H: -0.4310 2.9247 -6.2552
H: -2.4056 3.6760 -4.9666
H: -2.7523 2.8781 -2.6554
H: -4.0424 -1.0368 2.8167
H: -3.8641 -2.1677 5.0348
H: -1.6477 -2.9573 5.8241
H: 0.3486 -2.6217 4.4257
H: -0.2323 -4.1482 1.9121
H: -0.5492 -5.9006 0.2072
H: -0.0725 -5.4108 -2.1729
H: 0.7396 -3.1691 -2.8307
H: 1.0969 -1.4278 -1.1081
H: 2.1349 0.1522 3.6413
H: 4.0750 -0.3300 5.0810
H: 5.2008 -2.5341 4.9772
H: 4.3753 -4.2654 3.4152
H: 2.4295 -3.8063 1.9807
S: 4.4483 0.8055 -2.6474
C: 4.4847 -0.6547 -1.7589
C: 3.5960 -0.6385 -0.7259
C: 2.7994 0.5551 -0.5979
C: 3.1784 1.4222 -1.5893
C: 2.6304 2.7522 -1.8494
C: 3.0030 3.5245 -2.9572
C: 2.3987 4.7461 -3.1663
C: 1.4324 5.1916 -2.2767
C: 1.1269 4.3820 -1.1982
N: 1.7138 3.2058 -0.9789
H: 5.1679 -1.4439 -2.0371
H: 3.5036 -1.4908 -0.0585
H: 3.7457 3.1543 -3.6509
H: 2.6710 5.3448 -4.0275
H: 0.9207 6.1338 -2.4164
H: 0.3657 4.6512 -0.4761
O: 1.4537 2.1081 3.0540

Atoms 1-6, force components in eV/Å:
-0.41 0.44 0.17
0.06 -0.14 -0.20
-0.06 0.09 0.07
0.01 0.04 -0.02
-0.02 -0.01 0.00
0.00 -0.03 -0.04

E_HOMO	-4.4	eV
HOMO-LUMO gap	7.0	eV
M	754.87	g/mol
charge	-1
energy relative to the best compared isomer or geometry (same formula, charge and spin)	0.00	kJ/mol
DFT total energy	-100656.28193	eV